Molecular formula: C25H32BrN4O5S2
Method: DFT, the ωB97M-V functional and the def2-TZVPD basis

The geometry in XYZ format:
```
69
C25H32BrN4O5S2 (the ωB97M-V functional and the def2-TZVPD basis)
N -0.9796 -1.7381 -2.3435
C -1.3372 -1.3380 -1.0515
N -1.6690 0.1246 -0.8572
N -1.3934 -2.4273 -0.0036
C -0.9710 -1.9511 1.3686
C 0.4282 -2.7150 1.8553
C 1.6985 -2.1617 0.9747
C 2.5178 -0.9067 1.7139
S 2.3832 0.5720 0.5258
O 2.8929 0.1080 -0.8598
O 0.9016 1.0164 0.5658
N 3.3493 1.9469 1.0063
S 3.1799 3.2945 -0.0914
O 2.5462 4.4912 0.7116
O 2.2172 3.0405 -1.2884
C 4.8347 3.8305 -0.8802
C 4.5052 4.2835 -2.4552
O 5.0484 3.6029 -3.4828
Br 3.2533 5.8326 -2.8967
H -0.9920 -0.8544 -2.9365
H -2.1566 0.2668 0.0544
H -2.1850 0.5393 -1.6641
H -2.3580 -2.8179 0.0729
H -0.7572 -0.8033 1.4537
H -1.7886 -2.2225 2.1830
H 0.2468 -3.8676 1.6094
H 0.5868 -2.6681 3.0245
H 2.4647 -3.0179 0.6597
H 1.2544 -1.7519 -0.0427
H 1.9517 -0.7133 2.7213
H 3.6320 -1.1868 1.9473
H 5.3230 4.7254 -0.2737
H 5.5263 2.8880 -0.9332
C -6.2032 -4.4869 -1.5816
C -5.0254 -4.2701 -0.8671
C -5.0386 -4.3027 0.5271
C -6.2289 -4.5620 1.2071
C -7.4060 -4.7825 0.4924
C -7.3946 -4.7407 -0.9016
H -6.1933 -4.4581 -2.6680
H -4.0966 -4.0749 -1.3972
H -4.1220 -4.1271 1.0837
H -6.2384 -4.5922 2.2934
H -8.3332 -4.9862 1.0224
H -8.3129 -4.9071 -1.4579
C 1.6968 8.1738 -5.2266
C 1.3119 7.7283 -6.4908
C 1.9353 8.2368 -7.6299
C 2.9513 9.1847 -7.5041
C 3.3387 9.6274 -6.2397
C 2.7089 9.1257 -5.1010
H 1.2084 7.7797 -4.3392
H 0.5249 6.9846 -6.5884
H 1.6306 7.8944 -8.6151
H 3.4405 9.5775 -8.3915
H 4.1316 10.3648 -6.1418
H 3.0072 9.4749 -4.1164
C -0.5693 -4.1965 5.5198
C -0.5821 -3.6649 6.8090
C 0.1959 -4.2444 7.8109
C 0.9951 -5.3505 7.5208
C 1.0108 -5.8798 6.2306
C 0.2257 -5.3060 5.2310
H -1.1783 -3.7467 4.7401
H -1.1997 -2.7988 7.0333
H 0.1805 -3.8340 8.8169
H 1.6052 -5.7992 8.3002
H 1.6350 -6.7408 6.0043
H 0.2339 -5.7219 4.2273
```

Output
- Charge: -1
- E_LUMO: 2.1 eV
- Highest occupied orbital energy: -0.1997 hartree
- Electronic energy: -4937.21026 hartree
- Gap between HOMO and LUMO: 7.556 eV


Molecular formula: C25H32CaFI2N5O3S2
Method: DFT, the ωB97M-V functional and the def2-TZVPD basis

The geometry in XYZ format:
```
71
C25H32CaFI2N5O3S2 (the ωB97M-V functional and the def2-TZVPD basis)
Ca -0.3183 2.5262 -1.1134
I 1.1093 0.1951 5.3575
C 1.8631 -0.3179 3.4341
I 0.4578 -0.1543 1.8511
H 2.2117 -1.3405 3.5002
H 2.6864 0.3571 3.2370
C -6.1744 -1.7240 -4.4924
C -4.6600 -1.7151 -4.6253
N -4.0464 -0.5601 -3.9658
C -3.4487 -0.7310 -2.7704
C -2.8647 0.2543 -2.0354
C -2.1194 -0.1867 -0.7853
O -2.4866 -1.2082 -0.2186
O -1.1194 0.5455 -0.4590
C -2.9510 1.6087 -2.4984
O -2.5185 2.6054 -1.8710
C -3.5833 1.7849 -3.7973
C -3.6415 3.0702 -4.3644
C -4.1586 3.2450 -5.6048
F -4.2681 4.4954 -6.1007
C -4.6312 2.1678 -6.3977
C -4.6157 0.9116 -5.8147
C -4.0994 0.7083 -4.5258
N -5.1276 2.4158 -7.6617
C -4.3321 3.2479 -8.5763
C -3.8425 2.4053 -9.7655
N -3.6319 1.0467 -9.2916
C -4.9080 0.3788 -9.0826
C -5.8479 1.3713 -8.3642
H -6.5898 -2.5960 -4.9979
H -6.6181 -0.8296 -4.9294
H -6.4625 -1.7665 -3.4419
H -4.3466 -1.7312 -5.6695
H -4.2324 -2.6012 -4.1601
H -3.4263 -1.7408 -2.3793
H -3.2824 3.9154 -3.7935
H -4.9662 0.0703 -6.3888
H -3.4691 3.6288 -8.0406
H -4.9202 4.1021 -8.9211
H -2.9038 2.8148 -10.1364
H -4.5664 2.4493 -10.5936
H -0.7690 1.9319 -4.6578
H -3.0289 0.5184 -9.9051
H -4.7423 -0.5202 -8.4847
H -5.3891 0.0662 -10.0209
H -6.5196 0.8582 -7.6771
H -6.4798 1.8721 -9.1005
C 2.7340 0.4200 -1.6863
C 1.9201 1.5026 -2.3476
S 2.2545 3.1466 -1.8162
C 0.9797 1.2414 -3.2842
C 0.5546 -0.0966 -3.8175
S 0.1954 2.6585 -4.0465
H 2.5596 0.4218 -0.6092
H 3.7914 0.6412 -1.8373
H 2.5314 -0.5791 -2.0674
H 1.0185 -0.9133 -3.2707
H 0.8146 -0.1967 -4.8745
H -0.5289 -0.2230 -3.7292
C -2.3182 2.0867 4.1194
N -1.5084 2.7581 3.1204
C -0.3018 3.3828 3.3327
C 0.1506 3.7519 2.1032
N -0.7500 3.3532 1.1427
C -1.7242 2.7530 1.7955
H -1.7894 1.2136 4.4992
H -3.2490 1.7665 3.6579
H -2.5409 2.7677 4.9388
H 0.1113 3.4986 4.3190
H 1.0626 4.2625 1.8435
H -2.5864 2.2876 1.3449
```

Output
- E_LUMO: 0.0 eV
- Highest occupied orbital energy: -0.2562 hartree
- Electronic energy: -3640.75569 hartree
- Gap between HOMO and LUMO: 6.980 eV
- Energy above the lowest of the compared OMol25 structures with the same formula, charge and spin: 0.0 kJ/mol


Molecular formula: C25H32F6N3O
Method: DFT, the ωB97M-V functional and the def2-TZVPD basis

The geometry in XYZ format:
```
67
C25H32F6N3O (the ωB97M-V functional and the def2-TZVPD basis)
C -3.8602 -5.6638 -0.9174
N -3.5825 -4.4563 -1.6485
C -3.9298 -4.4716 -3.0650
C -2.6999 -4.7927 -3.8652
F -2.9038 -4.9665 -5.1962
F -1.7728 -3.7839 -3.7105
F -2.1041 -5.9358 -3.3782
C -3.0371 -3.3538 -1.0408
C -3.5951 -2.0612 -1.2389
C -3.0015 -0.9698 -0.6539
C -1.7154 -1.0501 -0.0209
C -1.1482 0.1251 0.5362
C -0.0407 0.2402 1.4121
C 0.2996 1.5283 1.9479
C 1.3671 1.7025 2.8001
C 2.2544 0.6239 3.0576
N 3.3915 0.8007 3.8402
C 4.6517 1.1538 3.2469
C 3.4097 0.6047 5.2892
C 3.3997 -0.8546 5.6346
F 3.6875 -1.1217 6.9365
F 2.1648 -1.3956 5.3570
F 4.3090 -1.5423 4.8581
C 1.9724 -0.6390 2.4844
C 0.7648 -0.8523 1.8603
C -1.0966 -2.3439 -0.0334
C -1.8426 -3.4745 -0.2812
H -4.0580 -5.4252 0.1345
H -4.7504 -6.1511 -1.3346
H -3.0131 -6.3623 -0.9653
H -4.6698 -5.2624 -3.2296
H -4.2813 -3.4811 -3.3649
H -4.5113 -2.0071 -1.8393
H -3.5047 -0.0023 -0.7019
H -1.6790 1.0496 0.3148
H -0.3311 2.3855 1.7000
H 1.5958 2.6569 3.2940
H 4.4689 1.6728 2.2974
H 5.2098 1.8216 3.9162
H 5.2635 0.2579 3.0524
H 4.3326 1.0423 5.6859
H 2.5046 1.0504 5.7155
H 2.6994 -1.4468 2.6066
H 0.4506 -1.8812 1.7265
H -0.0240 -2.4487 0.1262
H -1.4650 -4.4786 -0.0396
C 2.2178 4.2127 0.7794
O 1.7680 3.5559 -0.3964
C 0.9080 4.3828 -1.1575
C 0.7350 3.6818 -2.4960
C -0.2886 4.2770 -3.4814
C -0.9030 3.0432 -4.1853
C -0.4699 1.8150 -3.3445
N 0.2370 2.3710 -2.2201
H 3.0179 3.6017 1.2081
H 2.6097 5.2230 0.5609
H 1.3976 4.2892 1.5147
H -0.0864 4.4384 -0.6734
H 1.3345 5.3927 -1.3080
H 1.7408 3.6405 -2.9729
H -1.0720 4.8004 -2.9190
H 0.1640 4.9982 -4.1689
H -1.9929 3.1234 -4.2157
H -0.5519 2.9476 -5.2177
H -1.3412 1.2174 -3.0300
H 0.1876 1.1682 -3.9540
H 0.8087 1.7806 -1.6278
```

Output
- Charge: +1
- E_LUMO: -5.3 eV
- Highest occupied orbital energy: -0.3854 hartree
- Electronic energy: -1810.23820 hartree
- Gap between HOMO and LUMO: 5.228 eV
- Energy above the lowest of the compared OMol25 structures with the same formula, charge and spin: 25.6 kJ/mol


Molecular formula: C25H32F6N5O7S2SiV
Method: DFT, the ωB97M-V functional and the def2-TZVPD basis

The geometry in XYZ format:
```
79
C25H32F6N5O7S2SiV (the ωB97M-V functional and the def2-TZVPD basis)
V 0.8721 0.0855 0.1173
C -0.6254 0.1466 -4.0040
C -0.2278 -0.2004 -2.6179
N 0.0247 0.6515 -1.6891
N -0.0458 1.9919 -1.9050
C 0.4129 2.6066 -0.8675
O 0.8176 1.8231 0.1685
C 0.5563 4.0393 -0.7246
C 1.0583 4.5761 0.4624
C 1.1991 5.9462 0.5806
C 0.8433 6.7755 -0.4755
C 0.3445 6.2404 -1.6589
C 0.1998 4.8734 -1.7884
C -0.0620 -1.5780 -2.1489
C -0.2824 -2.7007 -2.9220
C -0.0969 -3.9522 -2.3514
C 0.2979 -4.0426 -1.0261
C 0.5087 -2.8796 -0.3085
N 0.3319 -1.6748 -0.8592
H -0.7878 1.2146 -4.1006
H -1.5347 -0.3893 -4.2807
H 0.1654 -0.1569 -4.6946
H 1.3411 3.9238 1.2784
H 1.5899 6.3714 1.4946
H 0.9580 7.8467 -0.3783
H 0.0737 6.8926 -2.4774
H -0.1812 4.4427 -2.7042
H -0.5886 -2.5980 -3.9532
H -0.2606 -4.8465 -2.9372
H 0.4492 -4.9992 -0.5473
H 0.8319 -2.8962 0.7229
C -1.5415 1.3654 3.2001
Si -2.1995 0.0467 2.0385
C -2.1638 -1.6914 2.7358
C -3.9687 0.4577 1.5918
C -1.4025 0.1688 0.3164
H -1.4921 0.9964 4.2289
H -2.2291 2.2133 3.2101
H -0.5622 1.7558 2.9220
H -2.4127 -1.6731 3.8008
H -1.2055 -2.1955 2.6146
H -2.9283 -2.3028 2.2518
H -4.5797 0.4338 2.4990
H -4.3969 -0.2635 0.8934
H -4.0655 1.4555 1.1597
H -1.6218 1.1411 -0.1244
H -1.7679 -0.6046 -0.3552
O 1.9721 0.9122 2.8517
C 1.2901 -0.0924 2.8789
O 0.5241 -0.5283 1.9217
C 1.3074 -0.9843 4.1136
N 2.0416 -0.2261 5.1882
C 2.9059 -1.2117 5.9272
C 3.3548 -2.1467 4.8183
C 2.1242 -2.2812 3.9047
H 0.2932 -1.1815 4.4546
H 1.4080 0.2844 5.8028
H 2.5978 0.4840 4.6841
H 2.2739 -1.7127 6.6585
H 3.7033 -0.6812 6.4403
H 3.6797 -3.1037 5.2187
H 4.1960 -1.7136 4.2758
H 1.5189 -3.1458 4.1691
H 2.4213 -2.3816 2.8624
F 4.0346 1.4981 0.6396
C 4.6509 0.6526 -0.1810
F 5.6962 0.1184 0.4195
F 4.9863 1.2716 -1.2870
S 3.4113 -0.6864 -0.5653
O 2.6785 -0.9255 0.7105
O 2.3651 0.0327 -1.3503
N 3.9849 -1.9198 -1.1477
S 5.3868 -2.3096 -1.9206
O 5.9819 -3.3875 -1.2215
O 6.0937 -1.1296 -2.2834
C 4.6193 -2.9856 -3.4721
F 4.2083 -4.2264 -3.2669
F 3.5690 -2.2336 -3.8176
F 5.5197 -2.9498 -4.4308
```

Output
- Charge: +2
- E_LUMO (spin up / spin down): -7.4 / -7.4 eV
- Highest occupied orbital energy (spin up / spin down): -0.5140 / -0.5140 hartree
- Electronic energy: -4400.87996 hartree
- Gap between HOMO and LUMO (spin up / spin down): 6.602 / 6.572 eV
- Energy above the lowest of the compared OMol25 structures with the same formula, charge and spin: 0.0 kJ/mol